[1]
Below is 4 unconnected molecules or ions with the total composition C13H35N2O3, with properties calculated with ωB97M-V/def2-TZVPD.

```
53
Properties=species:S:1:pos:R:3:forces:R:3:lowdin_charge:R:1
N -5.898196 2.061601 -2.171922 0.3 -0.1 0.2 0.014
C -5.294583 1.865030 -0.848693 -0.3 0.0 -0.4 -0.248
C -4.303834 0.716853 -0.845109 -0.2 0.0 0.2 -0.104
N -2.863129 1.088097 -1.071732 -0.2 0.1 0.0 -0.094
C -2.599422 1.781703 -2.376435 0.3 0.0 -0.4 -0.106
C -1.136516 2.198952 -2.577308 0.0 0.2 0.4 -0.143
C -0.463333 2.780022 -1.328681 -0.1 -0.2 -0.1 -0.176
C -0.769411 1.881521 -0.139766 -0.1 0.0 -0.3 -0.161
C -2.275553 1.885051 0.060173 0.4 0.1 -0.3 -0.099
H -5.225534 1.972746 -2.919479 0.0 0.1 -0.1 0.049
H -6.306629 2.983566 -2.240738 -0.2 0.0 -0.1 0.081
H -4.861698 2.778046 -0.433767 0.2 0.0 0.1 0.112
H -6.097811 1.560881 -0.179911 0.0 0.1 0.2 0.122
H -4.605346 -0.018200 -1.589200 0.1 0.0 -0.2 0.142
H -4.319091 0.226579 0.125400 0.1 -0.1 0.0 0.133
H -2.351564 0.206424 -1.106706 0.1 0.0 0.1 0.183
H -2.874281 1.080540 -3.162846 -0.2 0.0 0.0 0.141
H -3.258382 2.642100 -2.440435 -0.1 0.1 0.3 0.127
H -1.149495 2.961245 -3.353293 0.1 -0.1 -0.2 0.126
H -0.546236 1.354476 -2.930358 0.0 -0.1 -0.1 0.120
H 0.611156 2.832617 -1.479756 0.1 0.1 -0.1 0.114
H -0.849055 3.782817 -1.139326 0.1 0.1 0.1 0.122
H -0.233399 2.169058 0.757969 0.0 0.1 0.1 0.129
H -0.455556 0.867207 -0.403851 0.2 -0.1 0.3 0.108
H -2.616262 1.485606 1.009085 -0.1 -0.2 0.0 0.140
H -2.640795 2.898890 -0.085164 -0.2 0.0 0.3 0.131
C 2.126632 -1.400567 -0.366737 0.0 0.1 0.0 -0.083
C 2.637598 -0.188316 -1.121870 0.1 0.0 0.1 -0.301
O 2.379426 1.026864 -0.419043 -0.2 0.0 0.0 -0.093
H 1.052547 -1.317244 -0.186019 0.0 0.0 0.0 0.066
H 2.311790 -2.318964 -0.922879 0.0 0.0 0.0 0.067
H 2.615365 -1.490302 0.604426 0.0 -0.1 0.0 0.071
H 2.134964 -0.091585 -2.085287 0.0 0.0 0.0 0.105
H 3.710048 -0.282462 -1.312674 0.0 0.0 -0.1 0.116
H 2.854458 0.982603 0.419790 0.2 0.1 0.0 0.061
C 1.393234 -6.176793 0.117573 -0.1 0.1 0.0 -0.089
C 2.380193 -5.110963 0.553281 0.0 -0.1 0.1 -0.321
O 1.811024 -4.195171 1.489541 0.0 0.0 -0.1 -0.094
H 0.508147 -5.718146 -0.324774 0.0 0.0 0.0 0.073
H 1.841502 -6.848545 -0.614938 0.0 0.0 0.0 0.077
H 1.067903 -6.775169 0.971296 0.0 0.0 0.0 0.074
H 2.694102 -4.510395 -0.298794 0.0 0.0 0.0 0.093
H 3.274815 -5.571854 0.982979 0.0 0.0 0.0 0.112
H 1.545301 -4.702309 2.262027 0.0 0.0 0.1 0.079
C 3.588257 1.145905 4.444528 0.0 0.1 -0.1 -0.088
C 3.752485 0.255236 3.228166 0.1 0.0 0.1 -0.325
O 4.647800 0.812135 2.265376 -0.3 -0.1 0.0 -0.086
H 3.229716 2.132398 4.149391 0.0 0.0 0.0 0.076
H 2.881799 0.713123 5.153717 0.0 0.0 0.0 0.076
H 4.543333 1.278555 4.956487 0.0 0.0 0.0 0.077
H 2.797695 0.132602 2.714339 0.0 0.0 0.0 0.097
H 4.098014 -0.739628 3.525570 -0.1 0.0 0.0 0.113
H 5.505804 0.915564 2.686376 0.1 0.0 -0.1 0.085
```
Positions in Å, forces in eV/Å.

Values from the calculation:
lowest unoccupied orbital energy = -2.62 eV
highest occupied orbital energy = -12.26 eV
net charge = +1
frontier orbital gap = 9.638 eV
relative energy (zero: lowest compared OMol25 entry of this formula, charge and spin) = 0.000 eV

=====

[2]
Below is 2 unconnected molecules or ions with the total composition CH4NO2PS, with properties calculated with ωB97M-V/def2-TZVPD.

```
10
Properties=species:S:1:pos:R:3:forces:R:3:mulliken_spin:R:1
C 4.667809 0.761468 -0.320266 -0.4 0.1 -0.8 0.003
N 0.612042 0.555991 -0.268889 -2.0 -2.9 2.2 0.177
O 4.126274 0.903688 -1.305193 0.4 -0.1 0.8 0.011
O 0.791539 -1.300981 1.723697 0.2 -0.4 0.4 0.196
P 1.034897 -1.048250 0.123760 0.9 1.4 0.0 1.125
S -0.877583 -1.895436 -0.414687 -1.1 -0.7 0.0 0.467
H -1.613234 -2.059375 0.707174 -0.3 -0.2 0.1 0.056
H 1.222706 1.115511 -0.710137 2.8 2.4 -1.6 -0.021
H -0.345252 0.663134 -0.553976 -0.3 0.0 -0.5 0.018
H 1.533622 -1.662932 2.245641 -0.3 0.4 -0.5 -0.032
```
Positions in Å, forces in eV/Å.

Values from the calculation:
lowest unoccupied orbital energy (spin up / spin down) = 0.84 / -2.82 eV
spin multiplicity = 3
highest occupied orbital energy (spin up / spin down) = -4.82 / -9.50 eV
frontier orbital gap (spin up / spin down) = 5.661 / 6.685 eV
relative energy (zero: lowest compared OMol25 entry of this formula, charge and spin) = 2.002 eV

=====

[3]
Below is a single C24H31N5O6 molecule, with properties calculated with ωB97M-V/def2-TZVPD.

```
66
Properties=species:S:1:pos:R:3:forces:R:3:lowdin_charge:R:1
C 1.561955 1.203963 2.837695 -0.1 -0.2 -0.3 -0.043
C 1.941649 0.796790 1.422979 0.5 0.3 0.4 -0.191
H 2.957415 0.389075 1.405671 -0.1 0.1 -0.1 0.111
H 1.868201 1.639561 0.733536 0.0 -0.1 0.0 0.113
O 1.047533 -0.187099 0.881560 -0.3 -0.1 -0.2 -0.010
C 1.155402 -1.419924 1.366992 -0.1 -0.3 -0.1 -0.475
O 1.972943 -1.779775 2.167584 0.1 -0.1 0.1 0.131
C 0.134051 -2.373579 0.742166 0.4 -0.1 0.1 -0.023
N -0.991677 -1.714571 0.129732 -0.2 -0.1 0.3 0.013
C -1.118193 -1.444050 -1.187845 0.1 -0.2 -0.4 -0.430
O -2.011577 -0.718164 -1.610129 0.0 0.1 -0.2 0.053
C -0.165443 -2.062284 -2.197222 0.0 0.1 0.0 -0.065
H 0.254933 -3.015398 -1.880274 0.0 0.0 0.0 0.112
H -0.769758 -2.229235 -3.091065 0.0 0.0 0.2 0.129
C 0.970394 -1.089533 -2.542659 -0.1 -0.3 0.1 -0.065
C 2.207221 -1.326354 -1.692853 -0.2 0.4 -0.4 -0.454
O 2.448532 -2.382849 -1.153530 0.1 -0.2 0.1 0.077
N 3.035941 -0.247426 -1.634984 0.1 0.4 -0.2 0.166
C 4.218375 -0.178390 -0.925189 1.0 0.1 0.5 -0.322
N 4.942115 0.916824 -0.981082 -1.1 0.1 -0.8 0.102
O 6.015442 0.714429 -0.178314 0.5 -0.4 0.5 0.004
C 5.943134 -0.509535 0.371875 -0.7 -0.4 -0.2 -0.306
C 4.812647 -1.138141 -0.066777 0.4 0.3 0.1 0.052
H 4.438982 -2.107870 0.177604 0.0 -0.2 0.1 0.111
C 7.024197 -0.939362 1.289010 0.1 0.2 -0.2 0.003
H 7.896748 -1.256075 0.718313 0.1 0.0 0.0 0.090
H 6.680031 -1.769730 1.897717 0.0 0.0 0.0 0.090
H 7.320563 -0.110068 1.927105 0.0 0.0 0.1 0.089
H 2.805585 0.598319 -2.137221 -0.1 -0.1 0.0 0.158
H 0.626527 -0.058943 -2.442186 0.0 0.0 -0.1 0.121
H 1.273924 -1.242143 -3.582305 0.0 0.1 0.0 0.133
C -1.998499 -1.203807 1.068581 -0.1 0.2 0.1 -0.114
C -3.404511 -1.492663 0.594279 -0.3 -0.2 0.0 -0.148
C -4.460683 -0.626690 0.864618 0.5 -0.1 0.1 -0.089
N -5.706084 -0.851703 0.491487 -0.5 0.3 0.1 0.071
C -5.974410 -1.962560 -0.170550 0.0 -0.2 -0.1 -0.152
C -5.010995 -2.913818 -0.469276 0.1 0.0 0.1 -0.050
C -3.707139 -2.674723 -0.073355 -0.1 0.2 0.1 -0.019
H -2.930784 -3.396312 -0.287826 0.1 0.0 0.0 0.121
H -5.272104 -3.819002 -0.995351 0.0 -0.1 -0.1 0.101
H -7.007140 -2.095612 -0.463936 -0.1 -0.1 -0.1 0.102
H -4.300550 0.289511 1.417479 0.1 0.1 0.0 0.119
C -1.795615 0.288576 1.421306 0.0 -0.4 -0.2 -0.462
O -1.543364 0.629224 2.561344 0.0 0.0 0.4 0.060
N -1.938270 1.118378 0.387720 -0.1 0.2 -0.3 0.123
H -2.173617 0.718817 -0.517551 0.0 -0.1 0.2 0.112
C -1.808265 2.554797 0.477689 0.0 0.1 0.4 -0.274
H -1.669255 2.787652 1.536085 0.0 0.0 -0.2 0.146
C -3.053114 3.233855 -0.110896 0.0 0.0 -0.1 -0.131
C -2.700244 3.427659 -1.582088 0.0 0.2 0.1 -0.188
H -3.344431 4.152751 -2.076364 -0.1 -0.1 -0.1 0.108
C -1.244392 3.883748 -1.520223 0.0 0.0 -0.1 -0.187
H -0.723225 3.746150 -2.466582 0.0 0.1 0.0 0.104
H -1.204839 4.943209 -1.263221 0.0 0.1 0.0 0.109
C -0.628700 3.046981 -0.391051 0.1 0.1 0.0 -0.127
H 0.082313 3.626715 0.195346 0.1 0.0 0.0 0.109
H -0.104714 2.178864 -0.793303 0.1 0.0 0.0 0.098
H -2.777645 2.477646 -2.113050 0.0 -0.1 -0.1 0.110
H -3.947052 2.629971 0.035855 -0.1 0.0 0.1 0.111
H -3.203577 4.202137 0.367469 0.0 0.1 0.0 0.118
H -1.849056 -1.744052 2.012137 0.1 0.2 -0.2 0.167
H -0.207369 -3.050857 1.531310 0.1 0.1 -0.1 0.147
H 0.696184 -2.967353 0.018461 -0.1 0.1 0.1 0.116
H 1.784333 0.397319 3.530965 0.0 0.0 0.1 0.079
H 2.130392 2.084255 3.123177 0.1 0.1 0.0 0.082
H 0.498601 1.422445 2.893425 0.0 0.1 0.0 0.057
```
Positions in Å, forces in eV/Å.

Values from the calculation:
lowest unoccupied orbital energy = 0.50 eV
highest occupied orbital energy = -9.20 eV
frontier orbital gap = 9.698 eV
structure (SMILES) = CCOC(=O)CN(C(=O)CCC(=O)Nc1cc(C)on1)[C@@H](C(=O)NC1CCCC1)c1cccnc1
relative energy (zero: lowest compared OMol25 entry of this formula, charge and spin) = 2.502 eV

=====

| no. | strongest force on any atom (Eh/bohr) |
| --- | --- |
| 1 | 0.0104 |
| 2 | 0.0801 |
| 3 | 0.0258 |